(1)
{
  "formula": "C9H15N3O5P",
  "method": "wB97M-V/def2-TZVPD",
  "species": ["N", "P", "N", "C", "C", "C", "N", "O", "H", "H", "H", "H", "H", "H", "H", "H", "H", "H", "H", "C", "C", "C", "O", "C", "C", "C", "O", "O", "O", "H", "H", "H", "H"],
  "positions_angstrom": [[0.3602, -0.1838, -5.1450], [0.8548, 0.7211, -4.0385], [0.1893, 0.4525, -2.3350], [1.2066, 0.2277, -1.2195], [1.2377, -1.2306, -0.7848], [2.3231, -2.0140, -1.5245], [1.9571, -2.7907, -2.6621], [3.4620, -1.9285, -1.1701], [-0.3085, -0.9328, -5.0676], [0.5764, 2.0910, -4.1238], [2.2095, 0.6785, -3.6934], [-0.4146, -0.3714, -2.3963], [-0.4172, 1.2342, -2.0808], [2.1837, 0.5589, -1.5695], [0.9029, 0.8630, -0.3944], [1.4805, -1.2376, 0.2747], [0.2446, -1.6709, -0.8940], [1.9949, -2.2978, -3.5487], [1.0271, -3.1866, -2.5669], [-1.1325, 0.0688, 4.4385], [-0.9545, -0.5084, 3.2427], [-1.2951, 0.1921, 1.9425], [-1.0452, -0.4314, 0.9093], [-1.8679, 1.5025, 1.9784], [-2.0610, 2.0893, 3.1777], [-1.6876, 1.4032, 4.4878], [-1.8956, 2.0463, 5.4950], [-2.5733, 3.2820, 3.3368], [-0.4636, -1.7284, 3.0832], [-0.8855, -0.4240, 5.3681], [-2.1384, 1.9861, 1.0502], [-2.5961, 3.4559, 4.3027], [-0.4739, -1.9162, 2.1274]],
  "charge": 1,
  "homo_lumo_gap_ev": 8.170,
  "mol_weight_g_mol": 276.2,
  "lumo_ev": -4.2
}

=====

(2)
{
  "formula": "C4H12",
  "method": "wB97M-V/def2-TZVPD",
  "species": ["C", "C", "H", "H", "H", "H", "H", "H", "C", "C", "H", "H", "H", "H", "H", "H"],
  "positions_angstrom": [[0.6216, 0.0490, -1.7198], [-0.5880, 0.3240, -2.5789], [1.4840, -0.1089, -2.3671], [0.8074, 0.9137, -1.0790], [0.4448, -0.7935, -1.0617], [-0.6612, 1.3560, -2.9118], [-1.5225, 0.2181, -1.9949], [-0.8273, -0.3322, -3.4126], [-0.0890, -0.6800, 1.5410], [0.1315, 0.2825, 2.7368], [-0.7338, -0.2728, 0.7713], [0.8891, -0.8864, 1.1234], [-0.5583, -1.6046, 1.8856], [0.6824, -0.2815, 3.4942], [-0.8408, 0.6592, 3.0061], [0.7602, 1.1574, 2.5676]],
  "homo_lumo_gap_ev": 12.589,
  "relative_energy_kcal_mol": 7.87,
  "mol_weight_g_mol": 60.1,
  "smiles": "CC.CC",
  "lumo_ev": 1.1
}

=====

(3)
{
  "formula": "C5H12O",
  "method": "wB97M-V/def2-TZVPD",
  "species": ["C", "C", "C", "C", "C", "H", "H", "H", "H", "H", "H", "H", "H", "H", "H", "H", "H", "O"],
  "positions_angstrom": [[-1.0279, -1.4353, -0.8559], [-0.3026, -0.5084, 0.0732], [1.0278, -0.4462, 0.1039], [1.8736, 0.2772, 1.1123], [-1.1479, 0.2047, 1.0795], [-1.4713, -2.2563, -0.2848], [-1.8660, -0.9231, -1.3374], [-0.3926, -1.8471, -1.6320], [1.5766, -0.9937, -0.6592], [1.9669, 1.3564, 0.9366], [2.8851, -0.1284, 1.0517], [1.5513, 0.1215, 2.1405], [-1.6144, -0.5282, 1.7461], [-0.5661, 0.9068, 1.6581], [-1.9642, 0.7411, 0.5955], [-0.0319, 1.1996, -1.4325], [-0.1978, 2.5983, -2.0479], [-0.2987, 1.6611, -2.2478]],
  "homo_lumo_gap_ev": 10.038,
  "relative_energy_kcal_mol": 13.28,
  "mol_weight_g_mol": 88.1,
  "smiles": "CC=C(C)C.O",
  "lumo_ev": 0.9
}